Computed, not measured: a single C5H6N2S molecule, with wB97M-V/def2-TZVPD.

XYZ file:
```
14
Properties=species:S:1:pos:R:3
C 1.461 -1.914 0.919
C 0.892 -0.687 0.706
C 0.388 -2.073 -0.956
C -0.690 0.092 -1.150
C -0.972 1.356 -0.396
N 1.052 -2.798 -0.096
N 0.103 -0.789 -0.474
S -1.017 -0.287 -2.802
H 2.096 -2.141 1.692
H 1.118 0.104 1.318
H 0.006 -2.430 -1.944
H -0.072 2.061 -0.379
H -1.309 1.107 0.509
H -1.644 1.961 -1.047
```

## Properties
SMILES: CC(=S)n1ccnc1
ΔE to the lowest compared entry with this formula, charge and spin in kJ/mol: 175.4
Highest occupied orbital energy in eV: -8.94
Orbital gap in eV: 8.165

=====

Computed, not measured: a molecular structure, C26H35N7O5PPd, with wB97M-V/def2-TZVPD.

XYZ file:
```
75
Properties=species:S:1:pos:R:3
Pd 0.486 -1.362 0.861
C 0.317 -1.266 5.207
C 1.474 -0.568 5.521
C 2.302 -0.129 4.505
C 1.966 -0.400 3.183
N 0.848 -1.092 2.898
C 0.041 -1.506 3.877
C 2.727 0.020 1.998
C 3.942 0.690 2.110
C 4.652 1.055 0.981
C 4.140 0.740 -0.265
C 2.925 0.075 -0.382
C 2.180 -0.298 0.734
H -0.358 -1.619 5.973
H 1.729 -0.364 6.552
H 3.201 0.422 4.737
H -0.842 -2.044 3.566
H 4.349 0.925 3.085
H 5.597 1.573 1.076
H 4.685 1.011 -1.161
H 2.574 -0.145 -1.380
C 0.390 2.016 -3.059
C 0.104 1.089 -1.907
O 0.472 -0.261 -2.299
P 0.105 -1.481 -1.334
O -1.463 -1.704 -1.619
C -1.928 -1.850 -2.993
C -2.845 -0.706 -3.351
O 0.743 -2.702 -2.113
C 2.116 -3.122 -1.886
C 2.991 -2.677 -3.032
H 0.092 3.029 -2.784
H -0.163 1.716 -3.949
H 1.454 2.017 -3.296
H -0.955 1.102 -1.635
H 0.688 1.361 -1.026
H -2.444 -2.810 -3.030
H -1.075 -1.904 -3.667
H -3.695 -0.646 -2.668
H -3.229 -0.848 -4.362
H -2.317 0.245 -3.320
H 2.076 -4.206 -1.807
H 2.458 -2.718 -0.930
H 2.636 -3.096 -3.973
H 4.012 -3.022 -2.864
H 3.004 -1.591 -3.119
N -3.804 -2.521 -0.774
C -4.206 -3.230 0.297
N -5.470 -3.667 0.351
N -3.421 -3.510 1.319
C -2.184 -3.119 1.249
N -1.087 -2.762 1.172
H -4.393 -2.431 -1.583
H -2.828 -2.265 -0.864
H -6.150 -3.433 -0.348
H -5.763 -4.160 1.176
O 2.803 4.139 0.328
C 1.677 4.986 0.496
N 0.578 4.152 0.881
C -0.469 3.890 0.055
O -0.666 4.471 -0.995
C -1.390 2.790 0.493
C -2.733 2.843 0.143
C -3.535 1.755 0.434
C -2.949 0.634 1.009
N -1.659 0.559 1.321
C -0.910 1.636 1.094
H 3.574 4.683 0.130
H 1.393 5.482 -0.432
H 1.868 5.732 1.271
H 0.670 3.628 1.736
H -3.118 3.721 -0.359
H -4.590 1.760 0.199
H -3.543 -0.252 1.213
H 0.145 1.537 1.336
```

## Properties
ΔE to the lowest compared entry with this formula, charge and spin in kJ/mol: 0.0
Highest occupied orbital energy in eV: -10.89
Orbital gap in eV: 8.614
Net charge: +1

=====

Computed, not measured: a single C6H7N molecule, with wB97M-V/def2-TZVPD.

XYZ file:
```
14
Properties=species:S:1:pos:R:3
N -0.057 2.527 -1.513
C -0.296 1.824 -0.624
C -0.231 0.838 0.472
C 1.182 0.200 0.258
C 0.871 -1.163 -0.301
C -0.432 -1.424 -0.318
C -1.246 -0.329 0.332
H -0.333 1.358 1.430
H 1.674 0.800 -0.504
H 1.834 0.207 1.140
H 1.650 -1.808 -0.698
H -0.880 -2.326 -0.727
H -2.118 -0.030 -0.253
H -1.620 -0.673 1.307
```

## Properties
SMILES: N#CC1CC=CC1
ΔE to the lowest compared entry with this formula, charge and spin in kJ/mol: 101.9
Highest occupied orbital energy in eV: -9.71
Orbital gap in eV: 10.596

=====

Computed, not measured: a molecular structure, C10H24AgF3O10S, with wB97M-V/def2-TZVPD.

XYZ file:
```
49
Properties=species:S:1:pos:R:3
Ag -5.658 15.638 -23.483
C -1.865 16.519 -20.276
F -1.497 16.039 -19.051
F -2.251 17.747 -20.114
F -0.917 16.424 -21.164
S -3.308 15.527 -20.953
O -4.375 15.688 -19.985
O -3.554 16.101 -22.278
O -2.896 14.111 -21.029
C -6.170 13.305 -21.405
O -6.632 14.430 -21.373
O -5.672 12.961 -20.337
O -5.281 13.089 -22.196
C -7.470 11.800 -26.137
C -6.085 11.831 -25.401
O -6.085 13.098 -24.792
H -8.273 12.031 -25.437
H -7.642 10.825 -26.591
H -7.561 12.516 -26.954
H -5.277 11.781 -26.131
H -6.120 11.063 -24.629
H -5.655 13.089 -23.934
C -10.072 14.995 -25.965
C -8.556 15.151 -25.746
O -8.317 14.660 -24.472
H -10.610 15.365 -25.092
H -10.078 13.905 -25.945
H -10.529 15.366 -26.882
H -8.228 16.187 -25.831
H -8.018 14.716 -26.589
H -7.763 13.889 -24.622
C -5.445 20.052 -22.855
C -5.988 18.988 -23.702
O -6.655 18.002 -23.043
H -6.109 20.246 -22.013
H -5.182 20.915 -23.466
H -4.539 19.755 -22.327
H -5.172 18.484 -24.221
H -6.722 19.516 -24.310
H -7.339 18.450 -22.539
C -5.076 14.715 -27.627
C -4.980 16.209 -27.158
O -4.765 16.129 -25.823
H -6.034 14.212 -27.500
H -4.171 14.207 -27.291
H -4.752 14.703 -28.667
H -5.820 16.850 -27.426
H -4.254 16.793 -27.722
H -3.813 16.197 -25.713
```

## Properties
ΔE to the lowest compared entry with this formula, charge and spin in kJ/mol: 648.1
Highest occupied orbital energy in eV: 2.31
Orbital gap in eV: 2.028
Net charge: -2